146
Properties=species:S:1:pos:R:3:forces:R:3:lowdin_charge:R:1 method="wB97M-V/def2-TZVPD" e_lumo_ev=-1.2124 orbital_gap_ev=8.22 de_lowest_kcal_mol=40.3 total_energy_ev=-261448.818 e_homo_ev=-9.432
C -1.90564 -10.40917 1.86591 1.3 0.7 -1.7 -0.0536
C -2.96276 -9.55013 1.84166 -0.6 2.4 -1.0 -0.0672
C -2.81025 -8.17038 1.51326 1.7 -0.2 0.6 0.0349
C -1.48866 -7.68997 1.41615 -1.3 -0.1 -0.2 -0.1264
C -0.41463 -8.56291 1.41417 -0.4 0.9 -0.5 -0.0419
C -0.63106 -9.89366 1.49343 -0.3 -2.0 1.3 -0.0615
N -1.23580 -6.25123 1.14775 1.9 0.8 0.1 -0.3055
O -0.03214 -5.86363 1.08993 -2.5 -1.0 0.1 0.0240
O -2.18671 -5.51073 1.01886 0.4 -0.4 0.0 0.0928
H -2.12458 -11.45103 1.82579 0.2 -0.7 0.5 0.1021
H -3.97228 -9.87969 1.83047 -0.6 -0.6 0.4 0.0991
H -3.62662 -7.48313 1.31660 0.0 -0.3 0.3 0.1187
H 0.54987 -8.20394 1.18908 0.9 0.5 -0.1 0.0877
H 0.24041 -10.53895 1.34190 -0.5 0.0 0.2 0.1151
C 3.30085 2.82543 4.42795 0.7 -0.9 0.2 -0.0417
C 2.14704 2.51125 3.71703 0.3 0.7 0.8 -0.0671
C 2.05601 2.77793 2.36805 -1.5 -0.9 -0.8 -0.0169
C 3.15250 3.27905 1.74472 2.1 0.8 1.0 -0.1777
C 4.34573 3.61899 2.43459 -0.9 -0.5 -1.8 0.0030
C 4.42792 3.32564 3.74870 -0.2 0.2 1.4 -0.0604
N 3.19466 3.55009 0.34899 -1.0 1.0 -1.5 -0.3365
O 2.27845 3.11488 -0.34934 0.7 0.0 0.2 0.0500
O 4.07635 4.29486 -0.07354 -0.4 -0.7 -0.1 0.0509
H 3.44861 2.51387 5.47894 -0.5 0.4 -0.7 0.1121
H 1.27638 2.12041 4.19787 -0.2 -0.3 0.4 0.0990
H 1.13193 2.49220 1.80934 1.0 0.6 0.5 0.1172
H 5.13792 4.01186 1.80819 0.1 0.0 0.5 0.1199
H 5.34907 3.53425 4.27961 -0.1 -0.1 0.1 0.1126
C 3.85077 6.15119 -4.33400 -1.4 -0.4 -0.7 -0.0681
C 2.61902 6.19852 -5.00638 -1.1 0.1 -1.7 -0.0617
C 1.68403 5.11472 -4.92559 -0.5 2.1 0.4 -0.0145
C 2.07343 4.09591 -4.12076 0.9 -1.7 1.4 -0.1725
C 3.28147 3.97994 -3.39957 -1.1 2.1 -1.5 0.0135
C 4.12198 5.06573 -3.50174 0.9 -0.1 -0.1 -0.0647
N 1.21301 2.92148 -4.01722 1.0 -2.0 -0.3 -0.3115
O 0.06518 3.01825 -4.37524 -0.7 0.1 0.1 0.0203
O 1.74523 1.84082 -3.70550 -0.9 1.5 -0.1 0.0614
H 4.62035 6.88538 -4.51396 -0.1 0.3 0.1 0.1034
H 2.32272 6.98376 -5.78528 0.8 -0.8 1.5 0.1261
H 0.60136 5.15733 -5.28308 1.9 -0.1 0.1 0.1467
H 3.48473 3.12310 -2.83545 0.2 -0.9 0.7 0.0871
H 5.09558 5.04975 -3.02555 -0.1 -0.1 0.2 0.1117
C 0.97365 -0.27662 1.86039 0.9 -0.8 -0.2 -0.0663
C -0.01104 -0.16060 2.79389 -2.2 -0.1 1.6 -0.0685
C -1.23864 0.49632 2.52766 0.6 0.4 -0.4 0.0278
C -1.38386 1.10149 1.27837 0.0 -0.9 1.5 -0.1269
C -0.36520 0.97749 0.33792 -0.3 -0.1 0.4 -0.0266
C 0.79658 0.27728 0.59901 -1.3 -0.1 1.3 -0.0551
N -2.61527 1.92194 1.04113 0.7 -1.6 0.9 -0.3265
O -2.40056 2.83643 0.30554 -0.5 1.6 -1.2 0.0659
O -3.67151 1.66958 1.59606 0.9 0.1 -0.1 0.0571
H 1.85537 -0.87440 2.14328 -0.3 0.4 -0.4 0.1168
H 0.06215 -0.66444 3.77618 0.2 0.5 -0.7 0.1051
H -2.03404 0.62656 3.26326 0.3 -0.3 -0.1 0.1235
H -0.47320 1.37192 -0.62141 -0.3 0.8 -1.3 0.0993
H 1.47924 0.12681 -0.17509 1.1 -0.1 -1.0 0.0952
C -5.73124 4.36599 0.75733 0.8 -0.5 0.3 -0.0804
C -6.31899 5.59607 0.73901 -0.7 -0.2 0.1 -0.0448
C -7.63637 5.64671 0.28771 0.6 1.0 0.2 -0.0242
C -8.26269 4.54623 -0.16865 -0.3 -2.0 -1.8 -0.1282
C -7.64180 3.29079 -0.18161 0.0 1.5 0.7 -0.0042
C -6.37562 3.22036 0.34981 -0.8 0.2 -0.5 -0.0699
N -9.62902 4.64175 -0.86984 1.5 0.6 3.4 -0.3330
O -10.15969 5.74201 -0.79405 -0.2 -0.9 -1.1 0.0659
O -10.10128 3.57489 -1.16636 -0.8 0.4 -1.0 0.0812
H -4.72919 4.22399 1.09196 0.6 0.2 0.3 0.0875
H -5.77342 6.44406 1.11629 -0.2 0.3 -0.1 0.1091
H -8.18887 6.53332 0.24672 -0.5 1.4 0.0 0.1003
H -8.16957 2.45637 -0.52543 -0.5 -1.1 -0.5 0.1002
H -5.88261 2.29003 0.41237 0.5 -0.9 0.1 0.0818
C 1.08581 -7.95203 -2.79594 0.5 0.0 0.5 -0.0516
C 1.16249 -6.74091 -3.48258 -0.5 -1.9 0.7 -0.0629
C 1.80921 -5.69119 -2.90927 0.3 2.6 -0.2 -0.0326
C 2.36312 -5.78529 -1.64843 -0.2 -1.4 0.4 -0.1436
C 2.33418 -6.99815 -0.95966 0.4 0.8 0.6 -0.0171
C 1.70792 -8.08634 -1.53844 -0.6 -0.9 -0.2 -0.0671
N 2.95445 -4.62754 -0.95099 0.6 -1.0 -0.5 -0.3405
O 3.74800 -4.84605 -0.05606 -0.2 0.0 0.2 0.0399
O 2.66498 -3.53775 -1.36187 -0.2 1.1 -0.3 0.0574
H 0.53787 -8.77008 -3.27041 0.3 0.1 0.4 0.1123
H 0.62143 -6.74816 -4.39822 0.0 0.7 -0.8 0.1060
H 1.83275 -4.71175 -3.40202 0.1 -0.4 0.1 0.0988
H 2.78618 -6.95991 0.04560 -0.3 -0.5 -0.6 0.1282
H 1.64231 -9.05549 -0.99873 0.1 0.8 -0.4 0.1136
C 0.02390 -1.67648 -2.98478 0.7 1.4 -1.2 -0.0701
C -0.26678 -2.64018 -2.08475 0.0 -1.9 0.7 -0.0830
C -1.37949 -2.53353 -1.29878 -0.6 -0.6 2.7 0.0080
C -2.12883 -1.36433 -1.29533 -0.8 -1.8 1.1 -0.1501
C -1.89223 -0.42239 -2.21052 -0.2 2.3 -1.9 -0.0572
C -0.77183 -0.56397 -3.05069 -1.8 0.4 -0.5 -0.0592
N -3.32452 -1.19473 -0.37203 0.9 0.2 -0.4 -0.3088
O -3.97348 -0.17339 -0.56548 0.0 -1.0 0.5 0.0515
O -3.50012 -2.02443 0.50404 -0.1 0.7 -0.7 0.0875
H 0.83051 -1.73066 -3.70310 0.2 -0.3 0.1 0.1139
H 0.31789 -3.54963 -2.01360 0.0 0.2 0.0 0.0819
H -1.59895 -3.30483 -0.52243 0.1 0.6 -0.8 0.1215
H -2.64337 0.39453 -2.35669 1.1 -0.9 0.3 0.0672
H -0.73889 0.05843 -3.93331 0.5 0.5 0.3 0.0785
C -0.44149 5.97726 -1.89525 -0.3 0.4 2.1 -0.0527
C -0.82624 5.13769 -0.84915 -1.6 -2.5 -2.1 -0.0651
C -0.32580 5.18916 0.43404 -0.1 1.3 -0.7 -0.0121
C 0.52162 6.24034 0.69821 0.2 -0.1 0.2 -0.1316
C 0.89150 7.16603 -0.28086 -0.1 -1.1 1.4 -0.0069
C 0.37894 7.04467 -1.52880 -0.2 -0.1 -2.6 -0.0779
N 1.02724 6.33976 2.08913 0.7 0.3 0.8 -0.3209
O 1.84764 7.21895 2.34117 -0.7 -0.6 -0.4 0.0714
O 0.62000 5.53249 2.92429 0.2 0.7 -0.9 0.0581
H -0.89814 5.86920 -2.86682 0.2 0.0 -0.1 0.1050
H -1.56181 4.31071 -1.14984 1.2 1.3 0.8 0.1136
H -0.66852 4.57174 1.21634 -0.2 -0.8 0.6 0.0975
H 1.63487 7.86539 -0.05622 0.7 1.2 0.4 0.1034
H 0.64183 7.73172 -2.33825 0.2 0.0 0.5 0.1134
C 2.06518 -4.31468 3.70133 2.2 1.3 -0.6 -0.0278
C 3.28502 -3.64426 3.23921 -1.0 -1.4 -0.5 -0.0436
C 3.71559 -2.47823 3.80187 -1.2 0.0 0.1 -0.0189
C 2.85910 -1.86374 4.71122 2.3 0.7 0.2 -0.2022
C 1.72603 -2.37363 5.15942 -2.8 -1.7 0.0 -0.0308
C 1.31644 -3.63994 4.65517 0.7 0.1 -0.2 -0.0493
N 3.28531 -0.61190 5.34401 1.1 -0.4 -1.2 -0.3332
O 2.40488 0.14357 5.65847 -0.3 0.8 0.8 0.0717
O 4.49064 -0.41735 5.42098 -0.7 0.3 0.3 0.0900
H 1.89644 -5.31757 3.26344 -0.5 0.9 0.5 0.1058
H 3.84981 -4.04288 2.37353 -0.4 0.0 0.8 0.0947
H 4.58982 -1.96337 3.51449 0.9 0.3 -0.4 0.1032
H 1.08776 -1.78520 5.82644 0.3 -0.5 -0.1 0.1321
H 0.43518 -4.07276 5.06126 -0.7 -0.3 0.2 0.0945
C 5.00084 -2.79966 -3.51610 0.9 0.2 -0.3 -1.6053
Cl 5.81877 -4.13497 -2.76470 0.5 -0.6 0.1 0.5771
Cl 4.05955 -3.30037 -4.86575 -0.6 -0.3 -0.9 0.5910
Cl 6.10609 -1.49522 -3.98490 0.1 0.0 0.1 0.5483
H 4.36004 -2.43058 -2.77780 -1.0 0.8 0.9 -0.0439
C -2.41475 1.83920 -5.41095 -0.4 -0.6 -2.6 -1.5494
Cl -2.84359 3.05257 -6.68652 0.0 -0.1 0.5 0.4944
Cl -3.16838 0.27375 -5.89837 0.1 0.2 0.3 0.5076
Cl -2.90980 2.31044 -3.86560 -0.1 0.6 0.8 0.6639
H -1.36280 1.70087 -5.60565 0.2 0.1 0.9 -0.0194
C -7.20839 1.20835 4.00420 -0.1 -1.6 0.6 -1.5121
Cl -8.39314 2.32859 3.39030 0.3 0.4 -0.3 0.5606
Cl -5.66817 1.91333 4.56292 -0.7 0.0 -0.4 0.5139
Cl -6.88641 -0.14391 2.80868 -0.1 1.0 0.7 0.4714
H -7.70763 0.73425 4.87779 0.7 0.3 -0.7 0.0168
C 6.28919 -0.39947 -0.20603 1.5 1.3 0.0 -1.5471
Cl 4.98281 0.71769 -0.40318 -0.9 0.5 0.1 0.5689
Cl 5.75173 -1.98049 0.18574 -0.1 -0.6 0.3 0.5898
Cl 7.47952 0.30129 1.04528 -0.8 -0.8 -0.9 0.4542
H 6.78650 -0.37303 -1.18193 0.2 -0.4 0.6 -0.0068